ORCA calculation (the ωB97M-V functional and the def2-TZVPD basis) on a cluster of 11 separate species, C6H35N2O10 in total at a distorted geometry.

Each line ends with the Löwdin charge.
Cartesian coordinates (Å):
C (2.285, -1.828, 1.511)  -0.058
C (1.236, -0.948, 0.951)  -0.270
C (-0.305, -1.423, 0.891)  -0.115
C (-1.158, -0.197, 0.454)  -0.314
C (-1.543, 0.517, 1.539)  -0.130
N (-2.228, 1.850, 1.462)  0.017
C (-1.642, -0.071, -0.951)  -0.035
N (1.888, -0.517, -0.459)  0.237
H (2.161, -1.893, 2.563)  0.063
H (3.411, -1.397, 1.482)  0.156
H (2.496, -2.751, 1.017)  0.082
H (1.000, 0.044, 1.320)  0.093
H (-0.559, -2.378, 0.159)  0.102
H (-0.704, -1.809, 1.929)  0.145
H (-1.543, 0.156, 2.526)  0.095
H (-2.891, 2.079, 2.311)  0.147
H (-2.475, 2.186, 0.557)  0.056
H (-2.697, 0.095, -1.007)  0.076
H (-1.244, 0.808, -1.448)  0.046
H (-1.214, -1.032, -1.427)  0.099
H (1.328, -0.144, -1.157)  0.079
H (2.307, -1.399, -0.844)  0.154
H (2.726, 0.088, -0.270)  0.157
H (-0.790, 3.036, -1.982)  0.067
H (-0.239, 4.068, -3.068)  0.047
O (0.010, 3.278, -2.587)  -0.088
H (3.346, 2.668, -2.405)  -0.016
H (1.909, 2.600, -2.413)  -0.016
O (2.686, 2.072, -2.548)  -0.009
H (0.505, -3.641, -2.111)  0.064
H (-0.968, -3.594, -1.433)  0.170
O (-0.044, -3.046, -1.597)  -0.135
H (1.270, -1.919, -3.870)  0.017
H (0.723, -1.836, -2.428)  -0.030
O (1.189, -1.352, -3.143)  -0.045
H (3.048, 2.628, 1.857)  0.029
H (1.809, 2.512, 1.213)  0.028
O (2.581, 1.917, 1.455)  -0.064
H (0.315, 3.978, 1.397)  0.102
H (-0.681, 2.893, 0.942)  0.005
O (0.137, 3.360, 0.604)  -0.113
H (-1.364, -4.388, 1.524)  0.114
H (-2.433, -3.653, 0.857)  -0.053
O (-1.629, -4.005, 0.629)  -0.064
H (1.579, 0.764, 4.475)  0.065
H (1.971, -0.214, 3.348)  -0.046
O (2.206, 0.044, 4.225)  -0.047
H (-3.655, -1.482, 0.988)  0.050
H (-3.686, -1.947, 2.335)  0.053
O (-3.595, -2.315, 1.465)  -0.017
H (-2.850, 2.642, -3.145)  0.056
H (-1.848, 1.587, -3.355)  0.009
O (-2.407, 1.923, -2.732)  -0.016

Forces on the atoms, in the same order (eV/Å):
3.50 1.70 0.71
-1.71 0.75 -2.26
-0.75 -2.31 -1.58
-0.11 -0.86 3.02
-2.08 2.77 -2.77
0.16 -1.81 3.16
2.40 -1.10 -0.17
2.26 -2.67 2.40
-0.33 -0.97 0.92
-2.53 -0.10 -0.12
-0.86 -0.96 -0.20
1.25 0.08 1.05
1.24 2.94 2.37
1.41 0.96 -1.74
0.72 -0.30 1.16
1.73 -0.59 -2.81
-0.77 -0.04 -0.43
-0.77 -0.47 -0.13
0.42 -0.23 -0.08
-1.37 1.72 0.07
-1.48 1.31 -1.74
-0.61 1.00 0.03
-1.23 -0.08 -0.10
2.10 0.85 -1.76
-0.13 0.21 0.00
-1.58 -0.90 1.66
3.25 2.40 0.56
-1.25 0.34 -0.05
-2.12 -2.85 -0.37
-0.02 -0.56 -0.11
3.47 1.90 -0.38
-3.35 -2.44 0.42
0.11 -1.25 -1.66
-0.12 0.20 -1.07
0.04 1.52 2.30
1.70 0.42 0.92
0.24 -1.54 -0.43
-2.02 0.85 -0.77
-0.44 -1.13 -1.99
0.84 0.31 -0.21
-0.29 0.95 2.55
-0.10 0.47 -1.98
-3.49 1.75 0.60
3.37 -2.90 1.16
0.78 -0.87 -0.38
-0.24 0.15 -0.87
-0.52 0.95 1.36
0.11 -0.08 -0.80
-0.11 -0.36 1.18
-0.23 0.54 -0.29
-0.72 0.94 -0.64
2.50 -1.46 -2.75
-2.29 0.86 3.04

Computed properties:
ΔE to the lowest compared entry with this formula, charge and spin, kcal per mole: 89.4
Charge: +1
DFT total energy, eV: -30236.258
Highest occupied orbital energy, eV: -11.4354